The following is a DFT calculation (ωB97M-V with the def2-TZVPD basis set) of a 13-piece molecular cluster, C40H106O20S6 overall at a distorted geometry.

The geometry in XYZ format:
```
172
Properties=species:S:1:pos:R:3:lowdin_charge:R:1
S 2.456 2.035 -4.870 0.80
S -1.620 -2.380 -4.564 0.83
S -3.290 2.340 -3.209 0.82
S 0.013 5.429 5.971 0.84
S 4.022 -2.460 -4.749 0.81
S -2.348 -4.451 2.429 0.83
O -4.311 -5.368 -3.025 -0.19
O -0.690 -3.534 -4.767 -0.57
O -4.841 4.942 1.010 -0.16
O -1.397 5.600 5.461 -0.57
O 4.041 1.887 -1.451 -0.23
O -4.481 1.689 5.514 -0.20
O -1.393 1.755 5.361 -0.22
O -3.216 0.905 -2.727 -0.55
O -0.776 -2.121 0.134 -0.25
O -0.868 -4.457 2.697 -0.56
O 1.706 4.428 -0.761 -0.17
O 4.114 -4.388 0.778 -0.19
O -0.433 0.729 1.461 -0.21
O -2.041 4.249 0.121 -0.21
O 4.320 1.754 2.188 -0.21
O 4.027 -1.464 -5.851 -0.57
O 1.956 0.919 -4.008 -0.56
O 2.591 -1.225 3.131 -0.17
O -5.241 -2.584 -2.082 -0.20
O 6.664 -4.397 2.114 -0.20
C 2.383 -2.751 -4.135 -0.27
C 0.127 0.214 0.212 -0.17
C -1.732 2.957 -3.255 -0.32
C -0.146 4.194 7.258 -0.27
C 4.230 0.465 2.743 -0.17
C -5.282 -1.909 -0.881 -0.12
C 2.856 2.103 -0.753 -0.22
C 4.441 0.571 -1.542 -0.11
C 0.406 -2.952 -0.051 -0.04
C 7.569 -5.519 1.989 -0.08
C 4.926 -3.251 0.853 -0.21
C -3.067 3.379 0.530 -0.24
C 1.252 -1.556 3.406 -0.08
C -5.497 -4.663 -3.183 -0.24
C 5.525 2.055 1.579 -0.10
C -1.509 0.391 5.198 -0.10
C -5.841 -3.833 -1.960 -0.22
C -2.266 -2.451 -2.890 -0.25
C -1.728 5.179 1.210 -0.05
C 6.365 -3.724 0.932 -0.25
C -4.484 3.792 0.282 -0.23
C 2.718 0.148 3.043 -0.22
C -3.527 2.696 5.758 -0.19
C 0.058 2.062 1.673 -0.08
C 2.762 3.570 -0.239 -0.15
C -0.712 -0.839 -0.517 -0.18
C -3.691 2.190 -4.942 -0.23
C -0.628 -0.857 -4.292 -0.27
C 4.143 2.437 -4.524 -0.26
C -3.026 -2.789 2.415 -0.29
C -4.005 -5.962 -4.322 -0.07
C -2.627 -4.728 0.609 -0.24
C -5.297 1.891 4.348 -0.09
C -6.230 5.101 0.869 -0.11
C 2.683 1.297 -6.523 -0.23
C 4.318 -4.093 -5.535 -0.24
C 3.708 -5.036 2.002 -0.08
C -2.352 2.617 4.827 -0.21
C 1.702 4.383 -2.193 -0.10
C 0.988 4.338 4.867 -0.24
H -1.668 4.590 2.162 0.09
H 2.389 0.705 3.947 0.14
H -1.320 -0.101 -3.889 0.02
H 2.704 4.531 -2.577 0.08
H -0.661 3.313 6.862 0.03
H -5.378 -4.009 -4.106 0.15
H -4.116 -2.848 2.221 0.05
H 4.774 -2.702 -0.092 0.13
H -3.204 2.624 6.798 0.14
H 5.361 -4.018 -5.858 0.04
H 5.964 1.190 1.159 0.07
H 1.126 2.066 1.403 0.06
H -1.863 3.571 4.818 0.07
H -1.746 -5.406 0.378 0.07
H -6.015 2.684 4.615 0.09
H 0.776 -2.764 -1.032 0.06
H 6.140 2.430 2.348 0.08
H -2.491 5.963 1.339 0.09
H -4.775 2.162 3.411 0.07
H -1.790 -0.536 -0.727 0.14
H -4.747 -2.404 0.003 0.09
H -6.947 -3.779 -1.863 0.13
H -1.485 3.858 -3.885 0.10
H 4.594 -0.285 2.008 0.11
H 7.107 -6.340 1.420 0.09
H -5.509 -4.297 -1.055 0.11
H 4.230 -4.787 -4.678 0.06
H 3.487 -4.356 2.870 0.10
H -0.177 -0.920 -1.522 0.11
H 4.692 -2.621 1.718 0.11
H 2.010 4.156 5.233 0.07
H -0.113 -0.643 -5.284 0.07
H 2.002 1.919 -1.415 0.09
H 2.896 -5.763 1.918 0.08
H -0.650 4.541 8.185 0.07
H -5.017 2.920 0.623 0.12
H -4.732 3.952 -0.780 0.12
H 1.228 -2.607 0.593 0.08
H 0.544 -1.011 2.736 0.09
H -2.354 0.115 5.823 0.09
H -3.530 -5.285 0.434 0.03
H -6.544 6.059 1.289 0.10
H -4.017 3.604 5.558 0.11
H -4.817 -6.642 -4.664 0.10
H -4.739 1.876 -4.919 0.06
H -5.902 0.960 4.124 0.10
H 1.110 -0.231 0.433 0.11
H 4.852 0.396 3.690 0.14
H 1.302 3.421 -2.562 0.06
H 7.045 -2.863 0.838 0.12
H -2.385 -3.854 0.001 0.03
H -0.512 2.824 1.085 0.08
H 4.161 2.965 -3.576 0.02
H 0.402 3.431 4.821 0.02
H 3.386 0.428 -6.424 0.04
H -0.791 5.640 0.919 0.08
H -2.970 -3.302 -2.818 0.05
H 3.136 2.088 -7.127 0.05
H 1.724 -3.395 -4.702 0.04
H 8.524 -5.151 1.527 0.10
H -3.082 1.426 -5.409 0.06
H 1.179 -2.617 3.306 0.07
H -2.991 3.286 1.596 0.08
H 5.564 0.528 -1.539 0.11
H -6.551 4.865 -0.166 0.10
H -1.698 0.107 4.173 0.08
H -2.788 -1.479 -2.705 0.05
H -3.148 -6.596 -4.206 0.08
H 1.007 -1.264 4.415 0.07
H 6.594 -4.312 0.027 0.13
H 0.120 -3.982 0.185 0.08
H -1.526 -2.567 -2.155 0.01
H 1.684 1.053 -6.832 0.04
H -2.926 -2.330 3.396 0.03
H -6.336 -1.746 -0.627 0.09
H 2.869 1.293 0.052 0.11
H 3.580 -4.251 -6.311 0.05
H 7.816 -5.791 3.010 0.08
H -2.607 2.370 3.763 0.13
H -1.547 3.337 -2.252 0.03
H -2.801 2.336 0.189 0.14
H 1.067 4.779 3.894 0.04
H -0.925 2.224 -3.500 0.07
H 3.725 3.989 -0.601 0.13
H 4.768 1.528 -4.491 0.08
H 4.157 0.029 -0.613 0.09
H 4.391 3.154 -5.321 0.06
H -0.648 -0.194 5.505 0.08
H 1.084 5.158 -2.634 0.09
H 0.173 -1.037 -3.534 0.02
H 2.149 0.639 2.222 0.09
H -4.792 -0.909 -1.089 0.10
H -6.735 4.360 1.395 0.06
H -3.830 -5.227 -5.079 0.07
H -0.022 2.326 2.749 0.09
H 2.870 3.640 0.790 0.09
H 0.300 1.137 -0.423 0.13
H 3.991 0.143 -2.424 0.07
H 4.561 -5.643 2.421 0.08
H 2.547 -3.090 -3.111 0.05
H -6.310 -5.390 -3.358 0.12
H -2.526 -2.085 1.641 0.08
H 5.275 2.716 0.715 0.10
H 1.909 -1.777 -3.972 0.02
H -3.606 3.060 -5.484 0.02
H 0.835 3.791 7.470 0.05
```

Calculated values
- LUMO energy: 0.010 Eh
- E_HOMO: -0.3122 Ha
- Max |F|: 4.6 eV Å⁻¹

***

The following is a DFT calculation (ωB97M-V with the def2-TZVPD basis set) of a 16-piece molecular cluster, C40H108BF5N6O20 overall at a distorted geometry.

The geometry in XYZ format:
```
180
Properties=species:S:1:pos:R:3:lowdin_charge:R:1
F -3.052 -0.055 2.246 0.16
F -2.275 1.833 2.913 0.17
F -0.695 -1.261 2.662 0.19
F 0.143 0.655 3.389 0.21
F -1.603 -0.200 4.283 0.12
O -1.444 -4.706 -3.363 -0.13
O 5.749 -8.147 3.271 -0.14
O -0.497 -0.110 7.107 -0.12
O -1.319 2.808 -6.805 -0.12
O 0.038 -6.023 0.437 -0.14
O 1.972 -10.309 0.865 -0.14
O 5.353 -2.185 -3.581 -0.14
O 2.138 0.389 -1.793 0.02
O 2.501 1.375 2.162 0.17
O 2.264 9.114 -2.484 -0.14
O 0.563 -10.781 3.870 -0.13
O 5.612 -5.446 2.062 -0.14
O -6.876 -2.283 0.822 -0.14
O -5.493 8.173 -1.361 -0.13
O 4.113 -3.836 -1.199 -0.15
O -8.949 6.206 -0.961 -0.14
O 0.037 2.686 1.622 -0.05
O 3.118 2.188 0.042 0.17
O 0.463 1.773 -2.143 -0.02
O -2.132 2.741 -3.663 -0.13
N 3.499 -2.598 1.658 0.08
N 1.310 -3.360 2.092 0.09
N 0.603 -0.531 0.334 -0.02
N 2.072 -1.362 3.065 0.09
N -1.655 1.111 0.809 0.07
N 0.829 -1.382 -3.819 0.00
C -0.928 -0.038 3.089 -0.50
C 3.901 6.803 -0.179 -0.08
C -5.070 2.691 -0.208 -0.21
C 0.016 4.079 1.327 -0.13
C 3.899 -4.836 -2.189 -0.14
C 3.375 -10.046 0.759 -0.13
C -9.965 5.786 -0.053 -0.15
C -3.550 -1.643 -0.125 0.07
C -4.902 4.213 -0.237 -0.24
C -3.053 -0.514 -0.603 -0.11
C -5.742 4.830 -1.372 -0.08
C 0.199 -7.004 1.461 -0.14
C 4.628 -8.400 4.107 -0.16
C -0.202 3.566 -7.245 -0.17
C -4.961 8.850 -0.229 -0.15
C 2.178 5.174 0.702 -0.14
C -1.968 0.736 2.207 -0.37
C 1.149 -12.021 4.235 -0.17
C 4.692 -1.218 -4.407 -0.12
C -0.615 -1.516 -1.769 -0.08
C 1.183 1.065 -1.396 -0.63
C -4.154 1.989 0.807 -0.17
C 2.096 -2.128 1.859 -0.61
C -6.715 -3.185 1.916 -0.15
C -1.971 4.148 -3.812 -0.15
C 0.887 4.583 0.148 -0.31
C 0.655 -2.019 -2.501 -0.25
C 0.098 5.702 -0.553 -0.03
C 0.872 0.895 0.138 -0.12
C -0.273 1.830 0.583 -0.17
C -2.672 2.218 0.460 -0.06
C 3.346 5.377 -0.299 -0.40
C 3.044 5.085 -1.771 -0.06
C -0.874 -5.959 -3.000 -0.15
C 1.685 -1.474 0.490 -0.09
C 0.233 1.007 7.598 -0.16
C 6.889 -4.917 2.413 -0.14
C 2.909 10.306 -2.050 -0.16
C -1.705 0.089 -0.306 -0.17
C -0.611 -1.008 -0.299 -0.21
B 2.228 1.462 0.822 -0.59
H 7.466 -5.714 2.878 0.08
H -7.528 -1.626 1.080 0.07
H 3.668 -9.972 -0.290 0.08
H -1.016 -4.429 -4.179 0.07
H 2.231 -11.921 4.368 0.07
H -6.720 5.170 -1.050 0.05
H -2.719 4.509 -4.512 0.09
H -7.656 -3.688 2.148 0.08
H -1.061 -6.707 -3.776 0.08
H 1.105 1.213 6.971 0.07
H -0.794 0.106 6.219 0.03
H 6.248 -2.292 -3.912 0.07
H -10.958 5.921 -0.489 0.08
H -4.975 2.222 -1.187 0.11
H 0.800 6.396 -1.002 0.07
H 4.040 -1.743 1.533 0.07
H 0.975 -0.387 -3.656 0.05
H 3.541 -4.375 -3.111 0.08
H -0.958 -1.824 0.332 0.12
H 5.110 -4.733 1.651 0.05
H -3.702 0.068 -1.246 0.12
H -9.810 4.730 0.150 0.08
H -9.906 6.342 0.886 0.08
H 0.707 -12.333 5.178 0.07
H 0.375 4.570 2.226 0.14
H -0.991 4.483 1.200 0.11
H -1.325 -2.338 -1.818 0.10
H 0.522 -6.534 2.394 0.07
H -6.088 2.496 0.131 0.12
H -0.560 5.329 -1.333 0.07
H 4.588 7.032 -0.987 0.08
H -2.908 -2.473 0.137 0.08
H 0.959 -10.511 3.034 0.04
H 1.381 -2.370 -0.052 0.11
H 1.681 -4.048 1.442 0.06
H 3.151 -5.538 -1.829 0.07
H -5.905 4.060 -2.122 0.07
H 4.149 4.704 -0.011 0.11
H 0.546 -3.077 -2.730 0.09
H -5.705 9.518 0.215 0.07
H 3.796 10.514 -2.654 0.08
H 1.995 9.241 -3.397 0.07
H 2.554 5.935 -2.239 0.07
H 2.229 11.161 -2.100 0.07
H -5.980 -3.930 1.624 0.08
H -0.056 -1.421 -4.316 0.06
H 3.700 -8.251 3.545 0.06
H 0.737 3.070 -6.986 0.08
H 3.678 -1.096 -4.033 0.06
H -4.390 2.460 1.758 0.12
H 1.989 6.116 1.218 0.12
H 4.633 -7.738 4.977 0.08
H 5.689 -7.231 2.972 0.02
H 0.960 -7.705 1.128 0.06
H 4.001 4.992 -2.283 0.08
H -1.455 2.449 -3.044 0.03
H 3.214 10.157 -1.017 0.07
H -1.342 -6.284 -2.075 0.07
H -2.374 3.123 0.963 0.11
H -0.467 2.446 -0.294 0.14
H -2.603 2.452 -0.596 0.14
H -1.254 2.731 -5.846 0.04
H 2.587 -1.184 -0.044 0.12
H 4.652 -1.562 -5.443 0.08
H -5.163 5.619 -1.834 0.06
H 1.051 3.761 -0.541 0.11
H -1.054 -0.797 -2.460 0.11
H 2.973 -1.107 3.425 0.08
H 3.430 1.211 2.349 0.11
H -2.100 4.662 -2.860 0.05
H 3.543 -3.069 0.756 0.04
H -1.448 0.680 -1.181 0.13
H 0.201 -5.857 -2.835 0.07
H 7.421 -4.566 1.525 0.08
H -6.241 7.646 -1.063 0.05
H -9.090 7.140 -1.141 0.07
H 1.614 -3.687 3.003 0.07
H 4.410 6.922 0.775 0.08
H 4.828 -5.377 -2.384 0.08
H -4.478 0.960 0.879 0.10
H 6.785 -4.092 3.121 0.08
H 3.586 -9.102 1.253 0.06
H -0.447 6.286 0.186 0.08
H -4.613 -1.786 0.010 0.06
H -4.620 8.138 0.529 0.07
H 0.571 0.766 8.603 0.08
H 1.802 -11.143 0.420 0.08
H -3.856 4.443 -0.411 0.09
H -6.357 -2.661 2.806 0.08
H -4.113 9.441 -0.564 0.08
H 4.776 -3.230 -1.550 0.06
H 3.047 7.476 -0.187 0.06
H 1.461 -1.722 3.775 0.07
H -0.209 4.569 -6.806 0.07
H 2.543 4.492 1.471 0.11
H 1.613 -1.903 -2.015 0.08
H 0.950 -12.788 3.481 0.07
H -0.397 1.899 7.642 0.08
H -0.266 3.656 -8.327 0.07
H -0.973 4.372 -4.205 0.08
H -0.734 -7.547 1.629 0.08
H 3.949 -10.837 1.246 0.08
H -5.225 4.568 0.738 0.11
H 4.683 -9.432 4.444 0.07
H 3.991 1.788 0.114 0.13
H -0.636 -5.407 0.735 0.07
H 2.518 4.153 -1.945 0.07
H 5.207 -0.256 -4.363 0.08
```

Calculated values
- LUMO energy: 0.004 Eh
- E_HOMO: -0.2823 Ha
- Max |F|: 2.5 eV Å⁻¹
- ΔE to the lowest compared entry with this formula, charge and spin: 0.0 kcal per mole